Formula: C41H33CsF2N9O4P
Source: the OMol25 dataset
Level of theory: the ωB97M-V functional and the def2-TZVPD basis

Each line ends with the Löwdin charge.
CARTESIAN COORDINATES (ANGSTROEM)
1 Cs 0.436 -0.034 -0.538  0.768
2 C -3.176 -1.651 4.562  -0.049
3 N -2.058 -1.845 3.667  -0.129
4 C -2.017 -2.689 2.581  -0.068
5 C -0.799 -2.506 1.993  -0.137
6 N -0.097 -1.554 2.687  0.072
7 C -0.876 -1.170 3.673  -0.499
8 P -0.335 0.038 4.922  1.117
9 C 1.229 0.478 4.095  -0.508
10 N 1.429 1.599 3.436  0.078
11 C 2.688 1.498 2.905  -0.124
12 C 3.244 0.304 3.260  -0.059
13 N 2.317 -0.336 4.042  -0.127
14 C 2.397 -1.718 4.469  -0.040
15 C -1.328 1.461 4.349  -0.487
16 N -2.376 1.324 3.566  0.063
17 C -2.875 2.584 3.381  -0.129
18 C -2.125 3.484 4.079  -0.076
19 N -1.155 2.755 4.722  -0.127
20 C -0.055 3.300 5.489  -0.049
21 H -4.041 -2.169 4.152  0.082
22 H -3.411 -0.590 4.632  0.064
23 H -2.961 -2.054 5.554  0.081
24 H -2.860 -3.302 2.312  0.113
25 H -0.383 -2.958 1.104  0.048
26 H 3.085 2.263 2.259  0.077
27 H 4.179 -0.163 3.002  0.116
28 H 3.422 -1.942 4.760  0.086
29 H 2.077 -2.379 3.665  0.081
30 H 1.748 -1.868 5.333  0.069
31 H -3.723 2.760 2.739  0.098
32 H -2.171 4.556 4.163  0.107
33 H -0.398 4.188 6.018  0.083
34 H 0.782 3.534 4.835  0.077
35 H 0.274 2.562 6.221  0.073
36 F 4.123 -5.817 0.939  -0.009
37 C 3.072 -5.283 0.229  -0.306
38 C 2.714 -3.965 0.417  -0.121
39 C 1.640 -3.373 -0.275  -0.077
40 C 0.969 -4.236 -1.177  -0.203
41 C 1.369 -5.553 -1.347  -0.242
42 F 0.698 -6.384 -2.214  0.010
43 C 2.420 -6.123 -0.653  0.011
44 C -0.186 -3.698 -1.952  -0.251
45 C -0.280 -3.830 -3.337  -0.023
46 C -1.324 -3.219 -4.010  -0.078
47 C -2.265 -2.501 -3.290  -0.069
48 C -2.114 -2.447 -1.913  -0.151
49 N -1.111 -3.024 -1.257  0.099
50 H 3.306 -3.389 1.126  0.076
51 H 2.701 -7.157 -0.789  0.108
52 H 0.482 -4.382 -3.871  0.109
53 H -1.388 -3.282 -5.091  0.097
54 H -3.070 -1.961 -3.769  0.099
55 H -2.823 -1.896 -1.306  0.088
56 O 2.797 3.003 0.111  0.007
57 C 3.570 3.534 -0.659  -0.240
58 C 4.057 3.052 -1.943  -0.118
59 C 4.968 3.869 -2.590  0.019
60 C 5.517 3.523 -3.814  -0.195
61 C 5.133 2.309 -4.437  -0.025
62 C 4.242 1.486 -3.834  -0.005
63 C 3.645 1.780 -2.535  -0.391
64 O 2.867 0.987 -1.995  -0.126
65 N 6.465 4.380 -4.437  -0.387
66 O 6.789 5.429 -3.877  0.000
67 O 6.935 4.049 -5.527  0.002
68 H 3.999 4.530 -0.393  0.112
69 H 5.267 4.804 -2.131  0.113
70 H 5.567 2.059 -5.396  0.105
71 H 3.940 0.554 -4.294  0.108
72 C -5.072 -1.119 0.879  -0.097
73 C -5.693 -1.138 -0.362  -0.099
74 C -5.179 -0.351 -1.374  -0.050
75 C -4.044 0.441 -1.139  -0.273
76 N -3.461 0.465 0.068  0.137
77 C -3.965 -0.296 1.036  -0.156
78 C -3.430 1.225 -2.245  -0.273
79 C -4.295 1.911 -3.108  -0.101
80 C -3.785 2.616 -4.187  -0.149
81 C -2.408 2.607 -4.389  -0.147
82 C -1.580 1.910 -3.514  -0.186
83 C -2.026 1.185 -2.388  -0.149
84 H -5.427 -1.728 1.702  0.082
85 H -6.551 -1.776 -0.544  0.093
86 H -5.611 -0.367 -2.366  0.102
87 H -3.441 -0.234 1.985  0.069
88 H -5.368 1.913 -2.925  0.087
89 H -4.444 3.166 -4.851  0.075
90 H -1.982 3.148 -5.232  0.078
91 H -0.510 1.945 -3.727  0.064

Calculated values
electronic energy: -2937.08690 Eh
lowest unoccupied orbital energy: 3.61 eV
HOMO-LUMO gap: 5.2 eV
total charge: -2

Formula: C7H8F2N2O3
Source: the OMol25 dataset
Level of theory: the ωB97M-V functional and the def2-TZVPD basis

Each line ends with the Löwdin charge.
CARTESIAN COORDINATES (ANGSTROEM)
1 C -0.014 0.533 -0.041  -0.130
2 C 0.177 -0.874 -0.595  -0.267
3 C 1.139 1.118 0.202  -0.179
4 C -2.436 0.165 0.123  -0.473
5 C 1.131 -1.807 0.196  -0.296
6 C 2.584 0.912 0.230  -0.195
7 C -3.635 1.006 -0.085  -0.002
8 N -1.297 0.978 0.086  0.115
9 N 2.534 -1.404 0.063  0.066
10 O -0.306 -1.228 -1.643  0.131
11 O 1.874 2.182 0.393  0.144
12 O -2.382 -1.057 0.167  0.087
13 F 0.855 -1.703 1.547  0.012
14 F 3.146 1.020 -1.023  0.049
15 H 0.824 -2.823 -0.029  0.152
16 H 3.188 0.509 0.967  0.133
17 H -3.502 1.959 0.428  0.075
18 H -4.567 0.811 0.262  0.042
19 H -3.732 1.341 -1.179  0.133
20 H -1.499 1.974 0.406  0.184
21 H 3.101 -2.251 0.401  0.143
22 H 2.817 -1.362 -0.877  0.076

Calculated values
electronic energy: -806.38143 Eh
lowest unoccupied orbital energy: 0.59 eV
HOMO-LUMO gap: 9.1 eV
relative energy (zero: lowest compared OMol25 entry of this formula, charge and spin): 0.171 eV

Formula: C10H30O5
Source: the OMol25 dataset
Level of theory: the ωB97M-V functional and the def2-TZVPD basis

Each line ends with the Löwdin charge.
CARTESIAN COORDINATES (ANGSTROEM)
1 C -2.807 -1.921 0.072  -0.083
2 C -2.056 -2.899 1.001  -0.312
3 O -1.494 -3.955 0.225  -0.074
4 H -3.216 -1.035 0.558  0.074
5 H -3.628 -2.412 -0.451  0.068
6 H -2.163 -1.628 -0.757  0.052
7 H -2.687 -3.291 1.799  0.105
8 H -1.350 -2.267 1.541  0.094
9 H -1.120 -4.622 0.806  0.081
10 C -1.709 0.308 -4.385  -0.064
11 C -2.681 1.208 -3.548  -0.323
12 O -3.253 2.246 -4.302  -0.078
13 H -2.285 -0.098 -5.217  0.070
14 H -1.273 -0.517 -3.822  0.053
15 H -0.862 0.825 -4.836  0.068
16 H -2.209 1.669 -2.681  0.093
17 H -3.472 0.573 -3.149  0.103
18 H -4.040 2.543 -3.839  0.081
19 C 3.556 -2.492 3.588  -0.111
20 C 2.802 -2.059 2.383  -0.326
21 O 2.818 -0.627 2.299  -0.095
22 H 3.538 -3.578 3.682  0.073
23 H 3.174 -2.106 4.533  0.072
24 H 4.573 -2.116 3.702  0.075
25 H 1.745 -2.308 2.483  0.109
26 H 3.263 -2.489 1.494  0.108
27 H 2.055 -0.392 1.766  0.017
28 C 1.972 3.762 0.752  -0.069
29 C 0.635 4.072 1.461  -0.279
30 O -0.210 2.932 1.456  -0.084
31 H 1.839 3.342 -0.246  0.071
32 H 2.604 3.189 1.430  0.080
33 H 2.561 4.663 0.580  0.071
34 H 0.103 4.863 0.934  0.110
35 H 0.847 4.453 2.460  0.110
36 H -1.094 3.229 1.229  0.103
37 C 0.903 -0.968 -1.058  -0.064
38 C 0.337 0.339 -0.530  -0.314
39 O 0.711 0.500 0.816  -0.104
40 H 0.367 -1.140 -1.992  0.061
41 H 0.713 -1.818 -0.404  0.068
42 H 1.981 -0.923 -1.210  0.082
43 H -0.749 0.433 -0.546  0.099
44 H 0.780 1.118 -1.151  0.106
45 H 0.483 1.395 1.076  0.025

Calculated values
electronic energy: -775.12678 Eh
lowest unoccupied orbital energy: 0.30 eV
HOMO-LUMO gap: 9.8 eV
relative energy (zero: lowest compared OMol25 entry of this formula, charge and spin): 0.918 eV

Formula: C4H12N2O
Source: the OMol25 dataset
Level of theory: the ωB97M-V functional and the def2-TZVPD basis

Each line ends with the Löwdin charge.
CARTESIAN COORDINATES (ANGSTROEM)
1 N -1.698 -1.397 0.088  -0.005
2 C -0.558 -1.628 -0.838  -0.233
3 C 0.809 -1.574 -0.130  -0.234
4 N 1.256 -0.265 0.304  -0.069
5 C 1.144 1.028 -0.330  -0.217
6 C 0.284 2.016 0.445  -0.282
7 O -1.094 1.755 0.483  -0.064
8 H -1.208 0.821 0.689  0.037
9 H -1.371 -1.579 1.026  0.062
10 H -2.163 -0.504 0.060  0.043
11 H -0.668 -2.675 -1.100  0.101
12 H -0.505 -0.836 -1.578  0.101
13 H 1.547 -2.002 -0.806  0.102
14 H 0.792 -2.185 0.767  0.109
15 H 2.021 -0.328 0.921  0.093
16 H 0.699 0.919 -1.319  0.113
17 H 2.088 1.563 -0.477  0.114
18 H 0.716 2.204 1.442  0.115
19 H 0.399 2.990 -0.054  0.115

Calculated values
electronic energy: -344.30912 Eh
lowest unoccupied orbital energy: 0.97 eV
HOMO-LUMO gap: 9.5 eV
relative energy (zero: lowest compared OMol25 entry of this formula, charge and spin): 2.065 eV

Formula: C5H6NO2
Source: the OMol25 dataset
Level of theory: the ωB97M-V functional and the def2-TZVPD basis

Each line ends with the Löwdin charge.
CARTESIAN COORDINATES (ANGSTROEM)
1 C 1.166 -0.901 -0.041  -0.169
2 C 1.628 0.408 -0.505  -0.126
3 C 0.056 -0.978 0.739  -0.056
4 C 0.882 1.505 -0.194  -0.183
5 C -0.856 0.200 0.696  -0.279
6 N -1.849 -0.048 -0.571  -0.201
7 O -3.011 -0.493 -0.121  -0.437
8 O -0.285 1.477 0.460  -0.039
9 H 1.723 -1.860 -0.385  0.103
10 H 2.622 0.351 -1.067  0.099
11 H -0.321 -1.881 1.056  0.070
12 H 1.167 2.498 -0.329  0.085
13 H -1.487 0.409 1.457  0.089
14 H -1.434 -0.689 -1.194  0.044

Calculated values
electronic energy: -399.21381 Eh
lowest unoccupied orbital energy (alpha / beta): 3.94 / 3.94 eV
HOMO-LUMO gap (alpha / beta): 4.9 / 4.9 eV
relative energy (zero: lowest compared OMol25 entry of this formula, charge and spin): 3.808 eV
total charge: -1

Formula: C50H90N12O2
Source: the OMol25 dataset
Level of theory: the ωB97M-V functional and the def2-TZVPD basis

Each line ends with the Löwdin charge.
CARTESIAN COORDINATES (ANGSTROEM)
1 C -4.377 1.946 1.607  -0.112
2 C -3.846 3.241 1.018  -0.234
3 C -4.613 4.514 1.561  -0.158
4 C -4.778 4.570 3.027  -0.216
5 N -4.951 4.559 4.177  0.150
6 H -3.969 1.069 1.104  0.046
7 H -5.467 1.927 1.604  0.077
8 H -4.097 1.827 2.654  0.047
9 H -3.961 3.260 -0.066  0.089
10 H -2.802 3.304 1.327  0.081
11 H -5.612 4.467 1.128  0.113
12 H -4.191 5.472 1.260  0.111
13 C 5.504 0.858 2.180  -0.091
14 C 4.240 0.135 1.709  -0.226
15 C 3.190 -0.098 2.842  -0.199
16 C 3.731 -0.948 3.912  -0.251
17 N 4.295 -1.594 4.702  0.141
18 H 6.223 0.120 2.534  0.075
19 H 5.326 1.562 2.993  0.076
20 H 6.068 1.364 1.396  0.052
21 H 4.465 -0.870 1.353  0.104
22 H 3.751 0.524 0.816  0.066
23 H 2.315 -0.672 2.537  0.073
24 H 2.875 0.808 3.359  0.090
25 C -3.021 -4.988 -2.946  -0.086
26 C -1.878 -5.743 -2.241  -0.260
27 C -0.781 -4.895 -1.661  -0.198
28 C -1.059 -4.101 -0.454  -0.175
29 N -1.211 -3.414 0.471  0.189
30 H -3.823 -5.583 -3.383  0.074
31 H -2.552 -4.487 -3.792  0.072
32 H -3.375 -4.222 -2.256  0.051
33 H -1.473 -6.519 -2.891  0.111
34 H -2.298 -6.346 -1.437  0.109
35 H -0.280 -4.287 -2.414  0.108
36 H -0.019 -5.611 -1.353  0.113
37 C -6.059 0.882 -1.430  -0.068
38 C -5.868 -0.654 -1.443  -0.265
39 C -4.557 -1.206 -1.063  -0.192
40 C -3.405 -1.008 -2.019  -0.174
41 N -2.522 -0.819 -2.757  0.155
42 H -6.950 1.236 -1.950  0.076
43 H -5.172 1.407 -1.784  0.056
44 H -6.228 1.136 -0.384  0.052
45 H -6.066 -1.058 -2.436  0.109
46 H -6.669 -1.188 -0.931  0.116
47 H -4.582 -2.292 -0.979  0.113
48 H -4.249 -0.786 -0.106  0.102
49 C 4.759 2.904 -0.903  -0.117
50 C 4.633 4.293 -1.543  -0.192
51 C 3.145 4.413 -2.170  -0.164
52 C 2.951 5.637 -2.931  -0.260
53 N 2.739 6.604 -3.522  0.133
54 H 4.516 2.115 -1.615  0.072
55 H 4.082 2.739 -0.065  0.052
56 H 5.748 2.660 -0.515  0.062
57 H 5.307 4.403 -2.392  0.101
58 H 4.857 5.127 -0.879  0.108
59 H 2.429 4.451 -1.349  0.109
60 H 2.807 3.674 -2.896  0.078
61 C 1.005 1.309 -0.420  -0.069
62 C 0.167 -0.002 -0.114  -0.202
63 C -0.958 0.226 0.961  -0.146
64 C -0.376 0.626 2.272  -0.183
65 N 0.117 0.923 3.274  0.201
66 H 2.050 1.014 -0.518  0.042
67 H 0.962 2.005 0.419  0.051
68 H 0.613 1.835 -1.291  0.051
69 H 0.856 -0.820 0.097  0.087
70 H -0.336 -0.380 -1.004  0.070
71 H -1.533 -0.687 1.116  0.085
72 H -1.671 0.998 0.671  0.092
73 C -4.368 2.016 6.991  -0.105
74 C -2.849 1.976 6.719  -0.225
75 C -2.404 1.689 5.210  -0.177
76 C -2.858 0.433 4.595  -0.253
77 N -3.196 -0.528 4.079  0.171
78 H -4.826 1.090 6.644  0.069
79 H -4.760 2.927 6.538  0.051
80 H -4.541 2.164 8.056  0.068
81 H -2.346 1.276 7.387  0.100
82 H -2.471 2.956 7.008  0.098
83 H -1.319 1.698 5.312  0.084
84 H -2.683 2.525 4.569  0.087
85 C -0.047 -2.085 4.747  -0.103
86 C -0.705 -3.097 3.809  -0.248
87 C 0.230 -4.260 3.355  -0.173
88 C 1.373 -3.857 2.473  -0.206
89 N 2.291 -3.551 1.827  0.160
90 H 0.775 -1.545 4.277  0.041
91 H 0.268 -2.473 5.715  0.077
92 H -0.745 -1.274 4.955  0.033
93 H -1.076 -2.507 2.972  0.059
94 H -1.632 -3.573 4.129  0.106
95 H -0.225 -5.057 2.768  0.099
96 H 0.707 -4.760 4.198  0.114
97 C -2.122 2.575 -2.849  -0.124
98 C -1.792 3.895 -3.543  -0.234
99 C -2.170 5.089 -2.651  -0.176
100 C -1.556 5.022 -1.326  -0.204
101 N -1.035 4.945 -0.264  0.161
102 H -1.637 2.442 -1.883  0.057
103 H -1.929 1.700 -3.470  0.034
104 H -3.202 2.561 -2.699  0.056
105 H -2.306 3.924 -4.504  0.112
106 H -0.735 3.766 -3.774  0.098
107 H -3.251 5.168 -2.535  0.117
108 H -1.914 6.039 -3.119  0.120
109 C 2.192 3.982 2.751  -0.102
110 C 1.338 4.151 4.022  -0.255
111 C -0.172 4.331 3.839  -0.182
112 C -0.557 5.705 3.309  -0.217
113 N -0.839 6.771 2.980  0.128
114 H 1.846 4.658 1.970  0.072
115 H 2.210 2.990 2.299  0.032
116 H 3.254 4.081 2.979  0.070
117 H 1.803 5.022 4.485  0.105
118 H 1.545 3.389 4.774  0.101
119 H -0.650 4.190 4.809  0.100
120 H -0.565 3.572 3.164  0.078
121 C 4.532 -8.202 -5.042  -0.117
122 O 3.243 -7.992 -4.509  -0.199
123 C 3.002 -8.085 -3.110  -0.214
124 C 3.622 -7.001 -2.231  -0.215
125 N 2.766 -5.826 -2.246  -0.052
126 C 3.390 -4.751 -1.421  -0.186
127 C 2.534 -3.475 -1.541  -0.230
128 O 2.646 -3.043 -2.910  -0.191
129 C 1.747 -1.941 -3.171  -0.092
130 H 4.599 -8.513 -6.084  0.085
131 H 4.849 -9.092 -4.497  0.079
132 H 5.303 -7.452 -4.867  0.079
133 H 3.437 -9.022 -2.764  0.109
134 H 1.919 -8.160 -3.018  0.121
135 H 4.638 -6.866 -2.603  0.113
136 H 3.632 -7.411 -1.221  0.123
137 H 2.552 -5.390 -3.131  0.106
138 H 4.385 -4.549 -1.818  0.112
139 H 3.521 -5.006 -0.370  0.103
140 H 2.962 -2.684 -0.925  0.101
141 H 1.541 -3.611 -1.115  0.082
142 H 2.033 -1.660 -4.185  0.088
143 H 1.935 -1.119 -2.481  0.072
144 H 0.693 -2.211 -3.117  0.071
145 N 0.038 1.540 -5.744  -0.002
146 C 0.882 2.518 -6.141  -0.136
147 C 1.986 2.490 -5.296  -0.110
148 C 1.686 1.552 -4.310  -0.131
149 C 0.480 0.915 -4.618  -0.133
150 H -0.729 1.202 -6.307  0.155
151 H 0.704 3.107 -7.029  0.110
152 H 2.805 3.191 -5.366  0.096
153 H 2.333 1.443 -3.453  0.077
154 H -0.102 0.090 -4.234  0.091

Calculated values
electronic energy: -2766.53028 Eh
lowest unoccupied orbital energy: 0.30 eV
HOMO-LUMO gap: 8.9 eV
relative energy (zero: lowest compared OMol25 entry of this formula, charge and spin): 0.000 eV